No. 1
{"formula": "C4H6O2Si", "method": "ωB97M-V/def2-TZVPD", "e_tot_ev": -16213.53128, "homo_lumo_gap_ha": [0.2670, 0.2150], "relative_energy_kj_mol": 439.4, "elements": ["C", "C", "C", "C", "O", "O", "Si", "H", "H", "H", "H", "H", "H"], "positions_angstrom": [[-0.699, -1.207, -0.224], [0.541, -0.797, -0.737], [-2.096, 0.797, -0.021], [-1.633, -0.570, 0.726], [-1.294, 1.527, -0.620], [2.613, 1.556, -0.158], [1.673, 0.367, 0.237], [-1.176, -1.945, -0.902], [0.945, -1.019, -1.783], [-2.447, -1.119, 1.080], [-1.225, -0.076, 1.582], [2.428, 2.247, -0.758], [2.369, 0.239, 1.579]], "lowdin_charge": [-0.25, -0.26, -0.11, -0.21, -0.06, -0.20, 0.73, 0.10, 0.06, 0.07, 0.09, 0.05, -0.01]}


No. 2
{"formula": "C4H6O3Ru", "method": "ωB97M-V/def2-TZVPD", "e_tot_ev": -12925.81248, "multiplicity": 6, "homo_lumo_gap_ha": [0.3426, 0.1907], "relative_energy_kj_mol": 41.3, "s2": 8.76, "total_charge": 3, "elements": ["C", "C", "O", "H", "H", "H", "O", "C", "O", "Ru", "C", "H", "H", "H"], "positions_angstrom": [[0.069, 3.014, -1.181], [0.504, 1.825, -1.337], [-0.123, 4.222, -1.098], [-0.215, 1.088, -0.854], [1.020, 1.535, -2.258], [-1.017, 4.536, -1.352], [-0.204, -0.160, 0.374], [0.157, -1.169, -0.181], [0.230, -2.364, 0.565], [1.054, -2.662, -1.273], [-0.278, -2.445, 1.905], [0.268, -1.746, 2.548], [-1.346, -2.198, 1.908], [-0.120, -3.475, 2.235]], "lowdin_charge": [0.03, 0.16, 0.38, 0.10, 0.15, 0.24, 0.27, -0.29, -0.22, 1.67, 0.07, 0.14, 0.14, 0.15]}


No. 3
{"formula": "C4H6O4", "method": "ωB97M-V/def2-TZVPD", "e_tot_ev": -12435.76817, "homo_lumo_gap_ha": 0.2942, "relative_energy_kj_mol": 45.1, "total_charge": -2, "elements": ["C", "C", "O", "O", "H", "H", "H", "C", "C", "O", "O", "H", "H", "H"], "positions_angstrom": [[0.476, -1.702, 0.444], [0.092, -2.920, 1.355], [0.205, -2.699, 2.585], [-0.242, -3.951, 0.726], [0.880, -2.000, -0.519], [1.074, -1.048, 1.084], [-0.320, -0.988, 0.174], [-0.466, 2.175, -0.165], [-0.064, 2.102, -1.659], [0.435, 3.156, -2.121], [-0.378, 1.076, -2.306], [-0.580, 1.209, 0.311], [-1.372, 2.790, -0.256], [0.261, 2.801, 0.348]], "lowdin_charge": [-0.06, -0.81, -0.14, -0.13, 0.05, 0.05, 0.04, -0.06, -0.82, -0.15, -0.11, 0.03, 0.06, 0.04]}


No. 4
{"formula": "C4H6O7Rb4S", "method": "ωB97M-V/def2-TZVPD", "e_tot_ev": -32025.87835, "homo_lumo_gap_ha": 0.3140, "relative_energy_kj_mol": 0.0, "total_charge": 2, "elements": ["Rb", "Rb", "Rb", "Rb", "S", "O", "O", "O", "O", "C", "C", "C", "O", "C", "O", "O", "H", "H", "H", "H", "H", "H"], "positions_angstrom": [[5.524, -30.505, -26.170], [8.266, -29.085, -31.834], [3.596, -26.828, -30.307], [7.225, -26.108, -26.543], [6.495, -28.506, -28.701], [6.281, -29.944, -28.661], [6.201, -27.987, -30.062], [5.633, -27.868, -27.683], [7.922, -28.207, -28.431], [11.002, -28.807, -27.129], [12.463, -29.004, -27.542], [13.423, -27.945, -27.040], [14.570, -28.689, -26.616], [14.275, -29.996, -26.587], [14.944, -30.881, -26.194], [12.983, -30.218, -27.033], [10.676, -27.794, -26.895], [10.737, -29.481, -26.312], [10.347, -29.136, -27.940], [12.483, -29.055, -28.637], [13.112, -27.289, -26.226], [13.634, -27.271, -27.877]], "lowdin_charge": [1.07, 1.00, 1.02, 1.07, 0.05, -0.52, -0.61, -0.65, -0.48, -0.02, -0.33, -0.09, 0.09, -0.54, 0.20, 0.07, 0.07, 0.09, 0.06, 0.15, 0.14, 0.14]}


No. 5
{"formula": "C4H6O7RbS", "method": "ωB97M-V/def2-TZVPD", "e_tot_ev": -30069.36667, "homo_lumo_gap_ha": 0.1398, "relative_energy_kj_mol": 192.9, "total_charge": -1, "elements": ["Rb", "S", "O", "O", "O", "O", "C", "C", "C", "O", "C", "O", "O", "H", "H", "H", "H", "H", "H"], "positions_angstrom": [[3.151, -0.198, -1.281], [0.543, -3.393, 0.044], [0.158, -4.351, -0.978], [1.271, -2.295, -0.592], [-0.631, -2.801, 0.587], [1.371, -3.935, 1.078], [-1.772, 0.351, 0.391], [-0.788, 1.523, 0.390], [0.659, 1.157, 0.563], [1.261, 1.994, -0.429], [0.351, 2.589, -1.166], [0.578, 3.323, -2.077], [-0.842, 2.183, -0.845], [-2.027, -0.016, 1.385], [-1.423, -0.492, -0.206], [-2.693, 0.661, -0.102], [-1.080, 2.185, 1.205], [0.839, 0.083, 0.499], [1.075, 1.431, 1.533]], "lowdin_charge": [0.99, 0.02, -0.43, -0.60, -0.43, -0.42, 0.00, -0.32, -0.10, -0.01, -0.64, 0.15, 0.13, 0.10, 0.08, 0.08, 0.15, 0.10, 0.14]}


No. 6
{"formula": "C4H6OS", "method": "ωB97M-V/def2-TZVPD", "e_tot_ev": -17123.45242, "homo_lumo_gap_ha": 0.3422, "relative_energy_kj_mol": 451.3, "elements": ["C", "C", "C", "C", "O", "S", "H", "H", "H", "H", "H", "H"], "positions_angstrom": [[3.095, 0.434, 0.553], [-1.383, -0.195, -0.874], [-1.265, 0.131, 0.582], [-0.034, 0.271, -0.133], [0.872, -0.779, 0.170], [4.459, 0.700, -0.008], [0.308, -1.473, 0.467], [-1.428, -1.290, -1.085], [-1.931, 0.552, -1.491], [-1.603, 1.140, 0.891], [-1.532, -0.752, 1.216], [0.442, 1.261, -0.289]], "lowdin_charge": [-0.58, -0.08, -0.20, -0.35, -0.13, 0.70, 0.06, 0.11, 0.10, 0.12, 0.13, 0.14]}


No. 7
{"formula": "C4H6OS", "method": "ωB97M-V/def2-TZVPD", "e_tot_ev": -17125.74127, "smiles": "C[C@H]1O[C@H]1C=S", "homo_lumo_gap_ha": 0.3142, "relative_energy_kj_mol": 230.5, "elements": ["C", "C", "C", "C", "H", "H", "H", "H", "H", "H", "O", "S"], "positions_angstrom": [[-1.358, 0.150, -0.508], [-0.179, 0.940, -0.107], [1.088, 0.328, 0.327], [0.998, -1.153, 0.397], [-2.233, 0.708, -0.183], [-1.333, -0.016, -1.643], [-1.291, -0.809, -0.030], [-0.071, 1.904, -0.535], [2.061, 0.820, 0.324], [0.330, -1.574, 1.206], [0.110, 0.900, 1.217], [1.878, -2.198, -0.465]], "lowdin_charge": [-0.03, -0.39, -0.27, -0.65, 0.09, 0.12, 0.06, 0.13, 0.15, 0.09, -0.01, 0.69]}


No. 8
{"formula": "C4H6OS", "method": "ωB97M-V/def2-TZVPD", "e_tot_ev": -17126.43666, "smiles": "C=C(C)OC=S", "homo_lumo_gap_ha": 0.3307, "relative_energy_kj_mol": 163.4, "elements": ["C", "C", "C", "C", "H", "H", "H", "H", "H", "H", "O", "S"], "positions_angstrom": [[-1.409, -1.020, -0.102], [-0.303, -0.058, -0.070], [-0.431, 1.259, -0.209], [2.040, 0.135, 0.329], [-2.421, -0.512, -0.043], [-1.404, -1.642, -1.028], [-1.319, -1.719, 0.745], [0.451, 1.900, -0.159], [-1.444, 1.605, -0.281], [1.777, 0.984, 0.924], [0.949, -0.642, 0.104], [3.515, -0.289, -0.210]], "lowdin_charge": [-0.04, -0.41, 0.07, -0.71, 0.11, 0.10, 0.09, 0.06, 0.06, 0.06, -0.10, 0.71]}


No. 9
{"formula": "C4H6OS", "method": "ωB97M-V/def2-TZVPD", "e_tot_ev": -17126.49291, "smiles": "C[C@H]1OC=CS1", "homo_lumo_gap_ha": 0.3172, "relative_energy_kj_mol": 157.9, "elements": ["C", "C", "C", "C", "H", "H", "H", "H", "H", "H", "O", "S"], "positions_angstrom": [[1.414, -0.119, 0.889], [0.474, -0.621, -0.276], [-1.637, 0.122, -0.060], [-1.275, 0.865, -1.095], [1.018, 0.701, 1.426], [2.359, 0.173, 0.466], [1.496, -0.982, 1.582], [0.880, -1.520, -0.606], [-2.525, 0.204, 0.559], [-1.793, 1.550, -1.626], [-0.714, -0.820, 0.408], [0.302, 0.446, -1.666]], "lowdin_charge": [-0.06, -0.67, -0.18, -0.39, 0.06, 0.06, 0.09, 0.08, 0.13, 0.03, -0.11, 0.96]}


No. 10
{"formula": "C4H6OS", "method": "ωB97M-V/def2-TZVPD", "e_tot_ev": -17124.46291, "smiles": "C1OC[C@H]2S[C@H]12", "homo_lumo_gap_ha": 0.3649, "relative_energy_kj_mol": 353.8, "elements": ["C", "C", "C", "C", "H", "H", "H", "H", "H", "H", "O", "S"], "positions_angstrom": [[0.587, -1.164, 0.170], [0.467, 1.215, -0.183], [-0.817, 0.643, 0.367], [-0.786, -0.710, -0.325], [0.651, -1.431, 1.207], [1.032, -2.022, -0.400], [0.854, 2.005, 0.432], [0.368, 1.575, -1.227], [-0.637, 0.541, 1.441], [-0.637, -0.665, -1.407], [1.339, 0.035, -0.055], [-2.420, -0.022, -0.021]], "lowdin_charge": [-0.20, -0.16, -0.57, -0.52, 0.10, 0.13, 0.11, 0.13, 0.10, 0.10, -0.14, 0.91]}


No. 11
{"formula": "C4H6OS", "method": "ωB97M-V/def2-TZVPD", "e_tot_ev": -17126.48640, "smiles": "C[C@H]1S[C@H]1C=O", "homo_lumo_gap_ha": 0.3609, "relative_energy_kj_mol": 158.6, "elements": ["C", "C", "C", "C", "H", "H", "H", "H", "H", "H", "O", "S"], "positions_angstrom": [[1.211, -0.718, -0.679], [0.061, -0.877, 0.357], [-0.942, 0.236, 0.600], [-0.891, 1.488, -0.201], [2.058, -0.149, -0.177], [1.681, -1.670, -0.872], [0.728, -0.222, -1.555], [-0.229, -1.887, 0.654], [-1.923, -0.235, 0.680], [-0.231, 2.238, 0.246], [-1.671, 1.714, -1.089], [0.147, 0.082, 2.035]], "lowdin_charge": [-0.09, -0.46, -0.58, -0.30, 0.09, 0.06, 0.09, 0.09, 0.12, 0.11, 0.07, 0.79]}


No. 12
{"formula": "C4H6OS", "method": "ωB97M-V/def2-TZVPD", "e_tot_ev": -17124.96024, "homo_lumo_gap_ha": 0.3149, "relative_energy_kj_mol": 305.8, "elements": ["C", "C", "C", "C", "O", "S", "H", "H", "H", "H", "H", "H"], "positions_angstrom": [[0.756, 0.970, 1.081], [0.720, -0.299, -1.086], [-1.474, -0.407, -0.048], [0.401, -0.177, 0.400], [0.562, 2.057, 0.669], [-0.815, -1.253, -1.575], [0.982, 0.824, 2.130], [0.877, 0.743, -1.544], [1.587, -1.023, -1.272], [-2.262, -0.881, 0.628], [-1.948, 0.613, -0.325], [0.614, -1.168, 0.943]], "lowdin_charge": [-0.35, -0.45, -0.33, -0.30, 0.09, 0.74, 0.12, 0.11, 0.09, 0.06, 0.07, 0.14]}